Record 1
C28H22CoN7OSSi | wB97M-V/def2-TZVPD

ORCA input file:
```
! wB97M-V def2-TZVPD RIJCOSX def2/J DEFGRID3
* xyz -1 2
Co 0.421 -0.606 1.608
N 2.676 2.767 2.908
C 2.100 1.608 2.441
S 0.462 1.266 2.892
N 2.840 0.854 1.677
N 2.191 -0.255 1.247
C 2.782 -1.049 0.369
C 1.993 -2.133 -0.054
C 2.399 -3.168 -0.921
C 1.536 -4.187 -1.209
C 0.248 -4.188 -0.636
C -0.111 -3.137 0.165
N 0.721 -2.124 0.447
H 2.019 3.486 3.159
H 3.463 3.082 2.362
H 3.786 -0.856 0.013
H 3.400 -3.142 -1.332
H 1.842 -4.992 -1.865
H -0.459 -4.983 -0.824
H -1.097 -3.070 0.612
O -1.219 -1.486 2.513
N -0.278 -1.976 3.231
C -0.351 -3.224 3.579
C -1.464 -4.064 3.232
N -2.356 -4.740 2.968
C 0.716 -3.770 4.363
N 1.552 -4.231 5.003
C -0.299 -1.642 -4.206
C -1.262 -1.890 -3.237
C -1.263 -1.164 -2.056
C -0.315 -0.164 -1.807
C 0.636 0.074 -2.800
C 0.649 -0.655 -3.984
Si -0.345 0.707 -0.114
C -2.174 1.150 0.126
C -2.810 1.017 1.360
C -4.143 1.384 1.519
C -4.859 1.886 0.445
C -4.245 2.018 -0.796
C -2.917 1.650 -0.949
C 0.570 2.355 -0.366
C 1.911 2.391 -0.761
C 2.591 3.594 -0.910
C 1.944 4.795 -0.661
C 0.612 4.784 -0.267
C -0.061 3.578 -0.124
H -0.290 -2.212 -5.127
H -2.011 -2.657 -3.398
H -2.025 -1.371 -1.311
H 1.375 0.854 -2.662
H 1.402 -0.446 -4.736
H -2.262 0.598 2.193
H -4.622 1.268 2.484
H -5.898 2.170 0.567
H -4.803 2.403 -1.642
H -2.443 1.749 -1.920
H 2.444 1.467 -0.945
H 3.631 3.589 -1.215
H 2.472 5.735 -0.775
H 0.096 5.716 -0.069
H -1.097 3.586 0.194
*
```

The HOMO energy (alpha / beta) comes out at -0.1193 / -0.1806 Ha. The value obtained for the relative energy (zero: lowest compared OMol25 entry of this formula, charge and spin) is 0.0 kJ/mol. For the total energy, the calculation gives -3609.2356 hartree. The calculation puts the lowest unoccupied orbital energy (alpha / beta) at 2.441 / 2.264 eV. As for the expectation value of S²: 0.852.

Here are the Löwdin charges for atoms 1 to 6, given in e: number 1, Co, carries 0.12; number 2, N, carries 0.06; number 3, C, carries -0.83; number 4, S, carries 0.73; number 5, N, carries 0.01; number 6, N, carries -0.16

=====

Record 2
C4H7NO2 | wB97M-V/def2-TZVPD

ORCA input file:
```
! wB97M-V def2-TZVPD RIJCOSX def2/J DEFGRID3
* xyz 0 1
N -0.958 1.608 1.717
C -1.064 0.717 0.590
O -1.666 -0.424 0.712
C 0.166 0.408 -0.176
C 0.719 -0.935 -0.142
C 1.124 -1.645 -1.371
O 2.079 -0.972 -0.586
H -1.804 2.151 1.847
H -0.151 2.220 1.664
H 0.519 1.059 -0.980
H -1.488 1.273 -0.330
H 0.448 -1.524 0.735
H 0.913 -1.202 -2.344
H 1.163 -2.733 -1.336
*
```

The HOMO energy (alpha / beta) comes out at -0.3524 / -0.3225 Ha. The value obtained for the relative energy (zero: lowest compared OMol25 entry of this formula, charge and spin) is 562.3 kJ/mol. For the total energy, the calculation gives -361.6667 hartree. The calculation puts the lowest unoccupied orbital energy (alpha / beta) at -0.869 / -1.313 eV.

Here are the Löwdin charges for atoms 1 to 6, given in e: number 1, N, carries 0.09; number 2, C, carries -0.67; number 3, O, carries 0.00; number 4, C, carries 0.11; number 5, C, carries -0.29; number 6, C, carries -0.10

=====

Record 3
C29H62F12N10O27S12 | wB97M-V/def2-TZVPD

ORCA input file:
```
! wB97M-V def2-TZVPD RIJCOSX def2/J DEFGRID3
* xyz -2 1
C -3.565 1.843 7.964
C -3.926 0.905 6.820
O -4.975 0.920 6.229
N -2.941 -0.191 6.497
H -2.041 0.242 6.252
H -2.679 -0.537 7.416
C -3.383 -1.359 5.663
H -3.674 1.342 8.926
H -4.120 2.779 7.959
H -2.555 2.253 7.890
H -3.625 -1.191 4.615
H -4.209 -1.909 6.112
H -2.585 -2.102 5.686
C 1.657 -2.990 1.306
C 2.928 -3.881 1.575
C 4.032 -3.089 2.324
C 3.752 -2.809 3.803
C 3.700 -4.203 4.356
C 2.549 -5.148 3.886
N 2.641 -5.169 2.295
O 2.352 -6.301 1.690
C 1.297 -4.621 4.562
C 2.820 -6.584 4.398
C 3.572 -4.242 0.210
H 1.200 -2.746 2.267
H 0.843 -3.582 0.890
H 1.970 -2.078 0.802
H 4.222 -2.265 1.635
H 4.923 -3.716 2.362
H 2.856 -2.228 4.021
H 4.564 -2.204 4.207
H 3.650 -4.045 5.434
H 4.591 -4.816 4.210
H 1.090 -3.647 4.118
H 1.323 -4.420 5.632
H 0.452 -5.301 4.450
H 3.376 -7.203 3.697
H 1.842 -7.049 4.530
H 3.120 -6.544 5.445
H 3.622 -3.339 -0.397
H 2.993 -5.001 -0.316
H 4.559 -4.691 0.321
C -3.359 1.360 -0.277
C -2.038 0.670 0.158
C -1.820 -0.468 -0.881
C -0.360 -1.010 -0.942
C 0.560 0.185 -1.271
C 0.516 1.365 -0.245
N -0.945 1.749 -0.012
O -1.268 3.033 0.151
C 1.204 2.641 -0.952
C 1.307 0.939 0.970
C -2.268 0.145 1.635
H -3.775 2.010 0.493
H -4.211 0.728 -0.530
H -3.202 1.947 -1.183
H -2.038 -0.033 -1.859
H -2.499 -1.320 -0.863
H -0.391 -1.649 -1.824
H -0.371 -1.535 0.013
H 0.328 0.647 -2.232
H 1.619 -0.027 -1.431
H 2.242 2.591 -1.276
H 1.117 3.390 -0.161
H 0.546 3.165 -1.648
H 1.452 1.724 1.711
H 2.278 0.549 0.666
H 0.777 0.103 1.429
H -2.219 0.982 2.335
H -1.482 -0.555 1.922
H -3.254 -0.275 1.828
C 0.616 -2.288 -9.052
C 1.116 -0.987 -8.331
C 1.039 -1.039 -6.828
N 1.785 0.055 -5.946
C 1.036 1.423 -6.039
C 1.792 -0.355 -4.464
C 3.018 0.314 -3.798
C 3.973 0.414 -4.931
C 3.279 0.191 -6.277
H 0.771 -3.281 -8.629
H 0.921 -2.261 -10.097
H -0.469 -2.180 -9.032
H 0.587 -0.159 -8.804
H 2.107 -0.787 -8.746
H 1.590 -1.929 -6.526
H 0.017 -0.886 -6.481
H 1.313 2.215 -5.345
H -0.041 1.291 -5.941
H 1.231 1.746 -7.061
H 0.792 -0.317 -4.034
H 2.047 -1.415 -4.408
H 2.811 1.322 -3.438
H 3.453 -0.284 -2.999
H 4.466 1.382 -4.847
H 4.747 -0.348 -4.828
H 3.397 0.988 -7.008
H 3.460 -0.772 -6.755
N -0.956 -5.200 2.123
S -1.979 -3.981 2.722
O -3.158 -3.439 2.032
O -1.305 -2.930 3.454
F -2.577 -4.800 3.940
S -1.578 -5.171 0.693
O -1.274 -4.071 -0.198
O -2.820 -5.930 0.558
F -0.494 -6.278 0.162
N -1.849 1.092 -4.273
S -3.213 0.574 -5.072
O -3.146 0.181 -6.473
O -4.502 1.006 -4.518
F -3.247 -0.908 -4.298
S -2.203 2.624 -4.340
O -2.764 3.328 -3.224
O -2.491 3.181 -5.650
F -0.641 3.036 -4.229
N -1.222 7.759 0.713
S -2.055 6.671 -0.196
O -2.807 5.640 0.462
O -1.543 6.257 -1.505
F -3.174 7.643 -0.713
S -0.363 6.635 1.345
O 0.653 5.941 0.571
O -1.037 5.883 2.382
F 0.680 7.594 2.193
N -0.706 0.859 5.478
S 0.071 2.148 5.168
O 1.072 2.211 4.119
O 0.105 3.126 6.259
F -1.148 2.761 4.324
S 0.702 -0.093 5.669
O 1.551 0.274 6.771
O 1.368 -0.452 4.433
F 0.041 -1.477 6.238
N 4.663 6.419 -3.403
S 4.668 5.183 -2.595
O 5.006 5.218 -1.215
O 4.973 3.986 -3.372
F 3.026 5.060 -2.521
S 6.272 6.780 -3.374
O 7.196 5.662 -3.634
O 6.645 7.909 -2.559
F 6.213 7.502 -4.838
N -8.430 1.291 0.644
S -7.707 1.954 -0.449
O -7.297 1.074 -1.521
O -6.949 3.183 -0.207
F -9.034 2.384 -1.226
S -7.278 0.382 1.260
O -6.054 0.934 1.718
O -7.394 -0.926 0.696
F -8.026 0.126 2.654
*
```

The HOMO energy comes out at -0.1743 Ha. The value obtained for the relative energy (zero: lowest compared OMol25 entry of this formula, charge and spin) is 0.0 kJ/mol. For the total energy, the calculation gives -9697.2941 hartree. The calculation puts the lowest unoccupied orbital energy at -2.115 eV.

Here are the Löwdin charges for atoms 1 to 6, given in e: number 1, C, carries 0.03; number 2, C, carries -0.35; number 3, O, carries 0.18; number 4, N, carries 0.07; number 5, H, carries 0.06; number 6, H, carries 0.17

=====

Record 4
C14H31N8O3PY | wB97M-V/def2-TZVPD

ORCA input file:
```
! wB97M-V def2-TZVPD RIJCOSX def2/J DEFGRID3
* xyz 3 1
Y -0.768 0.622 1.817
N -1.660 1.123 -0.417
C -2.460 -0.069 -0.867
C -2.829 -0.108 -2.349
C -1.711 -0.221 -3.391
C -1.062 -1.602 -3.565
N -2.014 -2.696 -3.749
C -2.381 -3.238 -4.909
N -3.098 -4.361 -4.907
N -2.056 -2.671 -6.067
C -1.792 -1.345 -0.328
O -1.960 -2.428 -0.812
O -1.076 -1.106 0.762
H -2.243 1.952 -0.511
H -0.900 1.277 -1.077
H -3.399 -0.014 -0.310
H -3.411 0.790 -2.564
H -3.527 -0.939 -2.470
H -0.910 0.504 -3.205
H -2.144 0.092 -4.344
H -0.459 -1.867 -2.698
H -0.368 -1.587 -4.405
H -2.346 -3.127 -2.897
H -3.219 -4.903 -4.068
H -3.469 -4.748 -5.759
H -1.594 -1.780 -6.108
H -2.237 -3.135 -6.942
C 5.005 0.046 1.800
N 4.327 0.271 0.518
C 4.564 1.649 0.084
N 4.141 2.636 1.079
C 4.826 2.366 2.348
N 4.589 1.002 2.828
C 3.229 0.792 3.270
P 2.058 1.039 1.832
C 2.920 -0.056 0.580
C 2.705 2.692 1.231
H 6.076 0.157 1.643
H 4.812 -0.970 2.144
H 4.044 1.832 -0.857
H 5.632 1.774 -0.087
H 4.503 3.083 3.102
H 5.896 2.492 2.192
H 2.980 1.496 4.064
H 3.115 -0.216 3.667
H 2.466 0.077 -0.405
H 2.794 -1.100 0.868
H 2.440 3.463 1.955
H 2.244 2.954 0.277
C -3.417 -0.200 4.764
C -3.045 1.162 4.288
N -3.557 2.216 4.860
O -2.224 1.308 3.308
H -4.054 -0.173 5.644
H -2.513 -0.759 5.002
H -3.944 -0.722 3.965
H -4.200 2.130 5.634
H -3.318 3.146 4.543
*
```

The HOMO energy comes out at -0.5728 Ha. The value obtained for the relative energy (zero: lowest compared OMol25 entry of this formula, charge and spin) is 0.0 kJ/mol. For the total energy, the calculation gives -1594.8089 hartree. The calculation puts the lowest unoccupied orbital energy at -8.757 eV.

Here are the Löwdin charges for atoms 1 to 6, given in e: number 1, Y, carries 1.61; number 2, N, carries 0.00; number 3, C, carries -0.26; number 4, C, carries -0.13; number 5, C, carries -0.15; number 6, C, carries -0.15